Record 1
15
Properties=species:S:1:pos:R:3:forces:R:3 method="wB97M-V/def2-TZVPD" total_charge=-1 e_above_lowest_kcal_mol=58.9 gap_ev="7.08 / 7.08" lumo_ev="1.8 / 1.8"
C 1.0186 0.3286 0.2243 3.0 0.7 3.0
C 0.4994 -0.6103 -0.7894 -2.2 0.7 1.4
C 0.9593 -0.4550 1.5870 1.8 0.5 1.6
N -0.9479 -0.7032 -0.6116 0.5 -1.2 1.6
O -1.7509 0.4777 -2.4709 0.2 -0.3 -1.0
O -3.1630 0.4794 -0.4721 1.3 0.0 -0.4
O -1.1577 1.9038 -0.5915 -0.6 -1.0 -0.4
S -0.6723 -1.1083 1.9145 -0.2 0.4 -3.0
S -1.8267 0.6638 -1.0446 -1.7 1.9 1.5
H 2.1512 0.6666 0.1747 -2.1 -0.6 -0.5
H 0.3695 1.2016 0.3451 0.4 -0.2 -0.4
H 0.7577 -0.3378 -1.7512 0.1 0.9 -2.3
H 0.8184 -1.5822 -0.6390 1.1 -2.0 0.3
H 1.8747 -1.2142 1.6623 -2.1 1.2 -0.2
H 1.0697 0.2894 2.4626 0.4 -0.9 -1.4

Record 2
95
Properties=species:S:1:pos:R:3:forces:R:3 method="wB97M-V/def2-TZVPD" total_charge=-2 e_above_lowest_kcal_mol=615.9 gap_ev=4.61 lumo_ev=3.6
Tl -1.0915 -0.5594 1.6198 -0.4 0.1 -0.3
C -0.8241 -4.1268 2.7625 -0.1 0.0 0.0
C -1.0938 -3.9454 1.4080 0.1 -0.2 0.0
C -2.3175 -3.4292 1.0368 -0.1 0.2 0.0
C -3.2440 -3.0684 2.0309 0.1 -0.3 0.0
N -3.0105 -3.2973 3.3275 0.0 0.2 0.0
C -1.8224 -3.8029 3.6639 -0.1 0.0 0.0
N -4.4807 -2.5836 1.6327 -0.4 -0.1 -0.2
C -4.6554 -1.3355 1.3910 0.3 -0.1 0.4
N -3.7932 -0.3005 1.6275 0.1 0.1 -0.2
C -4.3894 0.8560 1.1966 0.2 -0.3 0.1
N -3.9456 2.0517 1.1811 -0.2 0.2 -0.2
C -2.7407 2.4595 1.7175 0.0 0.4 0.2
C -1.7732 3.0330 0.8720 0.0 -0.2 -0.1
C -0.6956 3.6761 1.4347 0.0 0.0 0.0
C -0.5959 3.7581 2.8225 0.1 -0.1 -0.1
C -1.5612 3.1176 3.5678 -0.2 0.0 0.1
N -2.6155 2.4866 3.0478 0.0 -0.1 0.0
C -5.7507 0.5486 0.6665 -0.1 -0.2 0.0
C -6.7493 1.3451 0.1435 0.0 0.1 0.0
C -7.9324 0.7314 -0.2571 0.0 0.0 0.0
C -8.0954 -0.6470 -0.1429 0.0 0.0 0.0
C -7.0817 -1.4419 0.3842 0.0 -0.1 0.0
C -5.9184 -0.8207 0.7929 -0.1 0.2 0.0
H 0.1313 -4.5020 3.1048 0.0 0.0 0.0
H -0.3683 -4.1995 0.6446 0.0 0.1 -0.1
H -2.5590 -3.2544 -0.0020 0.1 0.0 0.0
H -1.6792 -3.9560 4.7305 0.1 0.0 0.0
H -1.9065 2.9242 -0.1954 0.1 0.0 0.0
H 0.0730 4.1193 0.8129 0.0 0.0 0.0
H 0.2279 4.2708 3.2949 0.1 0.0 0.1
H -1.5209 3.1226 4.6536 0.1 0.0 0.0
H -6.6117 2.4162 0.0645 0.0 0.0 0.0
H -8.7424 1.3302 -0.6574 0.0 0.0 0.0
H -9.0284 -1.1008 -0.4569 0.0 0.0 0.0
H -7.1950 -2.5145 0.4816 0.0 0.0 0.0
O 2.2952 1.6142 -0.2144 0.0 -0.1 -0.2
S 3.7299 1.9490 -0.7731 0.3 0.6 -1.2
C 3.3631 2.2666 -2.5754 -0.1 0.0 0.1
C 2.1545 3.1509 -2.9081 -0.2 -0.3 -0.3
C 1.2193 2.3604 -3.8844 -0.3 -0.6 1.1
C 0.8038 1.0818 -3.2593 3.1 2.8 -2.4
S -1.1053 -0.2929 -1.7669 -13.6 0.4 3.7
O -1.9535 0.2693 -0.6189 1.1 -1.2 1.3
C -2.4589 -0.9115 -2.8297 1.1 -0.5 -1.5
C -2.1807 -1.1726 -4.2035 -0.5 0.1 1.1
C -3.1638 -1.6434 -5.0517 0.1 0.1 0.0
C -4.4487 -1.8683 -4.5710 -0.2 0.0 -0.2
C -4.7358 -1.6255 -3.2438 0.0 0.0 0.0
C -3.7505 -1.1601 -2.3848 0.4 0.4 0.9
C 4.5055 0.3726 -1.1186 -0.1 -0.2 0.2
C 5.5080 0.2827 -2.0728 -0.1 0.0 0.0
C 5.9817 -0.9699 -2.4378 0.0 0.0 0.0
C 5.4612 -2.1111 -1.8427 0.1 0.0 0.0
C 4.5032 -2.0032 -0.8453 -0.1 0.0 -0.1
C 4.0228 -0.7558 -0.4782 -0.1 0.0 -0.1
H 3.2273 1.2844 -3.0286 -0.1 0.0 0.0
H 4.2965 2.7087 -2.9307 0.0 0.0 0.0
H 2.4777 4.0875 -3.3741 0.0 0.1 0.2
H 1.5844 3.3741 -2.0048 0.0 0.1 -0.1
H 1.7805 2.1665 -4.8077 -0.2 0.2 -0.1
H 0.3001 2.9185 -4.0938 0.4 0.5 -0.3
H 0.8573 0.2942 -1.4922 0.9 1.4 4.9
H -0.1892 -0.4789 -3.5801 -2.7 -1.1 -3.4
H -1.1753 -0.9855 -4.5225 -0.1 -0.2 -0.8
H -2.9382 -1.8339 -6.0946 0.1 0.0 0.0
H -5.2290 -2.2145 -5.2397 0.0 0.0 0.0
H -5.7404 -1.7891 -2.8719 0.0 0.0 0.1
H -3.9674 -0.9681 -1.3403 -0.1 0.0 0.0
H 5.8881 1.1711 -2.5593 0.0 0.0 0.0
H 6.7285 -1.0490 -3.2179 0.0 0.0 0.0
H 5.7927 -3.0875 -2.1725 0.0 0.0 0.0
H 4.0732 -2.8899 -0.3992 0.0 0.0 0.0
H 3.2375 -0.6628 0.2596 0.0 0.0 0.0
Br 5.6002 2.6128 7.4847 0.0 0.0 0.0
C 5.7623 1.6724 5.8296 0.1 0.0 0.0
C 6.7188 0.6746 5.7352 0.0 0.0 0.0
C 6.8641 0.0076 4.5265 0.0 0.0 0.0
C 6.0688 0.3461 3.4400 0.1 0.0 0.0
C 5.1071 1.3397 3.5606 -0.2 0.0 0.0
C 4.9427 2.0082 4.7696 0.1 -0.1 0.0
C 4.1677 1.6773 2.3982 0.3 0.0 0.2
O 4.6700 1.4821 1.2473 0.0 -0.3 0.5
O 3.0531 2.0968 2.6921 -0.2 0.2 0.0
H 7.3307 0.4201 6.5897 0.0 0.0 0.0
H 7.6071 -0.7762 4.4413 0.0 0.0 0.0
H 6.1773 -0.1536 2.4860 0.0 0.0 0.0
H 4.1730 2.7631 4.8484 0.0 0.0 0.0
Cl 0.3379 -0.0848 -2.5595 5.5 6.1 -5.4
C 1.1145 -1.3455 -2.5134 8.8 -10.7 -0.4
C 0.5643 -2.5873 -1.8775 -3.8 3.2 1.3
O 0.9353 -3.7334 -1.9864 0.6 -0.1 0.2
O -0.6380 -2.2317 -1.1105 3.0 -2.3 -0.6
H 1.7493 1.1730 -0.9373 0.0 0.1 0.2
H 2.2958 -1.6014 -2.9176 -3.4 1.4 1.0

Record 3
19
Properties=species:S:1:pos:R:3:forces:R:3 method="wB97M-V/def2-TZVPD" total_charge=0 e_above_lowest_kcal_mol=136.4 gap_ev=9.63 lumo_ev=0.8
C 1.7162 1.1335 -0.4526 2.6 -0.7 -4.6
C 0.8730 -0.1932 -0.4455 8.6 0.7 1.9
C 1.3474 -0.7535 0.9778 3.3 -2.5 -0.4
C -1.4340 -0.9941 -0.5448 -1.6 0.1 -1.5
C -2.4410 0.0243 0.1761 -2.7 -3.7 1.8
C -1.2850 0.9901 0.1116 2.3 0.2 -0.1
H 2.7194 0.6666 -0.0956 -1.3 2.4 -1.3
H 1.8657 1.6633 -1.5760 -0.3 -2.1 2.3
H 1.3988 2.0284 -0.0404 -0.8 1.0 2.2
H 1.3069 -0.6585 -1.3230 -0.5 -1.0 -0.1
H 2.4820 -0.2251 0.9217 -3.1 -2.5 2.0
H 1.5169 -2.1408 1.2089 -0.8 4.5 -0.9
H 0.5893 -0.2868 1.6681 1.4 -0.7 -0.1
H -1.7306 -0.9275 -1.6891 0.6 -1.3 2.1
H -1.2541 -2.0192 -0.0603 -0.4 1.4 -1.0
H -2.6833 -0.4024 1.2820 1.3 1.3 -2.1
H -3.5901 -0.0124 -0.1542 2.8 1.1 -0.1
N -0.3800 -0.0204 -0.3712 -10.6 2.1 0.0
O -1.0177 2.1276 0.4065 -0.8 -0.4 -0.1

Record 4
18
Properties=species:S:1:pos:R:3:forces:R:3 method="wB97M-V/def2-TZVPD" total_charge=0 e_above_lowest_kcal_mol=52.1 gap_ev=8.95 lumo_ev=0.8
C 1.4215 -0.9172 -0.2559 -0.1 0.2 0.0
C 1.2840 0.5762 -0.3875 0.3 -0.4 -0.2
C 2.1973 1.4447 0.0309 -0.3 0.3 -0.2
N 2.1564 2.8413 -0.2188 -0.3 -0.4 0.4
H 2.4105 -1.1920 0.1091 0.0 0.0 0.1
H 0.6717 -1.3344 0.4192 0.0 -0.1 0.0
H 1.2771 -1.3986 -1.2247 0.0 0.0 0.0
H 0.4249 0.9209 -0.9552 0.0 0.2 0.1
H 3.0764 1.1081 0.5669 0.1 0.0 0.0
H 2.4547 3.3469 0.6030 0.1 0.2 0.0
H 1.2033 3.1279 -0.4197 0.2 0.0 -0.1
C -2.3285 -0.2336 0.1877 -0.3 -0.2 -0.2
C -2.9535 -1.3999 0.2505 0.3 0.0 0.1
O -2.2490 -2.5673 0.3367 0.0 -0.1 -0.1
H -2.9143 0.6685 0.1478 0.0 0.1 -0.1
H -1.2524 -0.1783 0.1351 0.0 0.0 0.2
H -4.0321 -1.5027 0.2512 0.0 0.1 0.0
H -2.8482 -3.3107 0.4238 -0.1 0.0 0.0